The following is a DFT calculation (ωB97M-V/def2-TZVPD) of 14 unconnected molecules or ions with the total composition C48H130N6O14 at a distorted geometry.

Geometry as XYZ:
```
198
Properties=species:S:1:pos:R:3:lowdin_charge:R:1
O 0.535 1.527 -0.123 -0.121
O -1.449 5.551 3.794 -0.065
O -3.806 6.829 -0.011 -0.180
O -5.865 0.650 0.556 -0.193
O 2.558 -1.284 5.976 -0.226
O 0.122 -1.992 -5.401 -0.264
O -1.277 -4.204 -3.961 -0.070
O -1.991 1.847 3.788 -0.230
O 4.288 -6.250 0.591 -0.021
O 5.778 0.757 4.366 -0.051
O 1.789 2.507 -2.306 -0.097
O -2.347 0.529 -2.717 -0.204
O -1.272 -3.910 2.911 -0.058
O 4.999 2.026 -3.726 -0.058
N -0.058 0.625 6.748 0.056
N -1.644 -1.610 -7.717 0.024
N -2.235 1.639 0.737 0.054
N -4.077 -2.084 -4.585 0.046
N -3.275 4.285 -1.323 0.057
N 0.724 -4.496 5.231 0.035
C 4.066 1.947 3.054 -0.051
C 5.097 0.802 3.150 -0.479
C 3.055 -5.624 0.749 -0.486
C 3.159 -4.092 0.867 -0.055
C -0.097 2.816 5.841 -0.051
C 5.282 1.729 -1.346 -0.062
C -3.285 6.738 -1.336 -0.204
C -0.814 -4.557 1.719 -0.468
C -0.911 -6.353 -2.872 -0.048
C 2.175 -5.921 -0.510 -0.045
C 2.043 4.591 -1.182 -0.056
C 3.325 -1.680 7.152 -0.072
C -3.776 -1.261 -3.446 -0.413
C 1.447 -2.170 5.776 -0.207
C -3.290 -0.403 1.663 -0.029
C 4.312 -0.574 3.146 -0.050
C 1.156 0.340 0.362 -0.441
C 0.733 0.149 1.849 -0.040
C -6.243 0.293 -0.754 -0.089
C -0.872 1.560 6.014 -0.450
C 0.864 -0.882 -0.550 -0.023
C -1.365 0.947 4.663 -0.197
C -1.746 5.525 -2.827 -0.071
C 1.252 -1.362 -4.854 -0.109
C -1.326 1.471 -3.067 -0.081
C -4.005 8.178 0.349 -0.126
C 1.528 3.906 -2.396 -0.485
C -2.442 5.458 -1.490 -0.446
C -0.649 5.781 2.590 -0.451
C 0.783 6.016 2.958 -0.060
C -3.186 2.402 4.380 -0.068
C 0.358 -2.538 -6.724 -0.178
C -3.711 -2.182 -2.195 -0.063
C -0.812 4.477 1.739 -0.044
C 1.900 -3.659 5.582 -0.390
C 3.894 0.063 -2.697 -0.055
C -0.801 -3.642 -8.710 -0.067
C 0.890 -5.169 -4.142 -0.053
C -2.404 -0.529 -3.620 -0.211
C -0.294 -5.002 -3.238 -0.467
C -1.196 -3.740 0.524 -0.058
C -1.368 -5.990 1.539 -0.028
C -1.000 -2.875 -7.359 -0.404
C -4.761 1.494 0.643 -0.166
C 5.067 1.046 -2.696 -0.489
C -3.337 0.696 0.574 -0.343
C 1.997 4.465 -3.766 -0.033
C 2.901 -3.900 4.400 -0.039
H 3.383 -3.642 -0.069 0.070
H 2.106 -2.061 -4.931 0.089
H -1.460 6.434 4.196 0.088
H 2.454 -5.300 -1.358 0.066
H -4.836 2.085 1.511 0.099
H -2.130 1.864 1.744 0.064
H 3.820 -0.311 -3.722 0.076
H -4.345 8.225 1.388 0.090
H -3.196 -3.134 -2.420 0.069
H 4.118 2.462 -3.619 0.079
H -0.632 3.568 5.325 0.041
H 4.968 -5.881 1.152 0.088
H -0.231 -0.981 -0.781 0.096
H -3.724 2.904 3.590 0.077
H -4.819 2.125 -0.226 0.089
H 0.746 -1.718 -7.353 0.123
H 2.448 -5.995 1.604 0.133
H -2.416 -6.033 1.854 0.090
H -3.873 4.105 -2.145 0.098
H 1.652 -5.743 -3.569 0.084
H -2.325 -0.139 -4.649 0.113
H -3.495 -0.042 2.625 0.047
H 2.623 -1.993 7.970 0.103
H 0.192 3.190 6.815 0.087
H -1.416 1.722 -4.113 0.079
H 0.433 4.066 -2.379 0.097
H -2.277 -3.715 0.343 0.095
H 1.410 6.405 2.113 0.101
H 2.248 -3.699 1.280 0.044
H -0.616 -0.187 7.082 0.089
H -2.445 2.480 0.192 0.052
H 1.464 -0.617 -1.405 0.034
H -0.004 -4.497 -2.315 0.104
H 3.527 1.819 2.120 0.056
H -4.695 8.729 -0.277 0.078
H 1.025 -1.083 -3.842 0.068
H 1.524 -0.473 -5.469 0.106
H -1.025 6.636 2.057 0.117
H 1.386 2.177 -1.460 0.042
H 1.139 -0.810 2.262 0.085
H 1.744 5.606 -1.149 0.067
H -4.541 -0.545 -3.194 0.114
H 1.199 0.985 2.397 0.073
H 0.910 -1.848 4.869 0.123
H -0.612 -4.760 -8.655 0.091
H -2.466 5.738 -3.625 0.086
H -2.206 -3.871 3.120 0.097
H -1.640 -3.448 -6.711 0.118
H -3.206 0.169 -0.404 0.105
H 2.238 0.559 0.269 0.126
H -1.698 -3.511 -9.361 0.080
H -3.369 -2.855 -4.594 0.074
H -0.450 0.642 4.156 0.100
H -0.973 6.302 -2.773 0.089
H 3.377 -4.898 4.456 0.090
H -3.291 -1.678 -1.317 0.054
H 2.309 -3.997 6.539 0.122
H 4.502 2.962 3.028 0.082
H 0.761 2.673 5.185 0.082
H 3.892 -3.893 1.631 0.064
H 0.798 -2.177 6.632 0.097
H -1.564 -1.205 -3.431 0.113
H -3.972 4.563 -0.624 0.075
H 4.035 -2.441 7.021 0.062
H -0.458 1.452 0.113 0.083
H 1.538 5.429 -3.952 0.066
H 6.186 2.336 -1.344 0.076
H -0.740 -4.066 -0.406 0.061
H 1.718 4.013 -0.331 0.067
H 3.637 -3.126 4.271 0.046
H 4.160 -0.777 -2.029 0.089
H 2.961 0.454 -2.365 0.026
H -0.287 1.128 -2.873 0.076
H 0.280 -4.250 4.343 0.038
H -2.002 0.098 4.919 0.123
H 3.577 -0.582 3.951 0.053
H 0.266 -4.615 1.677 0.103
H -2.977 3.117 5.154 0.077
H 5.267 1.067 -0.461 0.073
H 2.305 -3.893 3.489 0.043
H -0.345 0.169 1.946 0.038
H 2.353 -6.988 -0.769 0.091
H -3.879 -1.557 -5.433 0.061
H 3.749 -0.693 2.183 0.073
H -7.215 -0.274 -0.640 0.115
H -3.843 1.608 4.791 0.103
H -0.801 -2.776 0.766 0.050
H -2.248 -0.730 1.650 0.062
H -6.365 1.169 -1.357 0.073
H 5.066 -1.389 3.245 0.084
H -0.436 3.649 2.361 0.075
H -1.101 -6.932 -3.801 0.093
H 1.151 5.048 3.278 0.071
H 3.102 4.774 -1.117 0.077
H -0.259 -6.982 -2.247 0.075
H -1.273 -6.212 0.498 0.052
H -1.736 1.785 6.562 0.112
H 4.452 2.438 -1.185 0.065
H -0.739 -6.646 2.107 0.071
H -1.282 -1.285 -8.588 0.052
H -1.292 4.588 -3.184 0.058
H -1.415 -0.810 -7.092 0.080
H -1.651 5.461 -0.730 0.117
H 1.241 -1.813 -0.129 0.058
H -1.805 -6.190 -2.285 0.069
H 1.250 -4.221 -4.496 0.046
H 0.101 -4.489 6.028 0.064
H -0.950 -3.378 -4.304 0.028
H 3.857 -0.786 7.521 0.095
H 1.177 -3.311 -6.615 0.136
H 0.812 0.291 6.379 0.045
H -2.648 7.631 -1.612 0.138
H 3.117 4.586 -3.817 0.089
H 0.878 6.624 3.835 0.068
H 6.028 0.457 -2.831 0.148
H 5.806 0.791 2.311 0.125
H -4.045 6.656 -2.073 0.113
H 1.776 3.749 -4.564 0.078
H -1.853 4.254 1.517 0.059
H -3.063 8.787 0.248 0.096
H -5.445 -0.320 -1.237 0.067
H -3.928 -1.212 1.371 0.071
H 3.373 1.888 3.885 0.072
H 6.072 1.638 4.632 0.094
H 0.013 -3.220 -9.340 0.077
H -1.537 2.331 -2.366 0.085
H -4.719 -2.482 -1.899 0.073
H 1.102 -5.855 -0.221 0.063
H 0.658 -5.826 -5.005 0.098
H -0.267 4.484 0.757 0.074
```

Calculated values
- Highest occupied orbital energy: -0.318 Ha
- Calculated total energy: -89485.4298 eV
- Energy relative to the best compared isomer or geometry (same formula, charge and spin): 237.8 kJ/mol
- Net charge: 0
- Lowest unoccupied orbital energy: 0.493 eV